Below is C22H51CoN4OP2 as an isolated structure at a distorted geometry, with properties calculated with wB97M-V/def2-TZVPD.

Each line ends with the Mulliken charge.
Atoms and positions in Å:
Co  -0.51544  -0.42369  -0.53665  0.0638
P  -0.52411  1.38235  -1.83323  0.8163
P  -1.17555  -2.12694  0.84868  0.2291
N  -2.53821  0.34612  -0.01800  -0.0869
C  -1.80366  2.47825  -1.05278  -1.1265
H  -1.32082  3.40186  -0.69387  0.2869
H  -2.54175  2.78157  -1.81646  0.5408
C  -2.52507  1.81783  0.12505  -0.8556
H  -2.01353  2.04790  1.07749  0.3391
H  -3.56939  2.17618  0.21166  0.5597
C  -3.31619  -0.35295  1.05042  -1.3393
H  -4.07641  -0.98850  0.56136  0.3161
H  -3.84107  0.40050  1.65921  0.4543
C  -2.38521  -1.18940  1.91121  -0.8627
H  -2.97344  -1.87934  2.53274  0.6799
H  -1.80700  -0.54370  2.59468  0.4443
C  -0.22413  -3.00418  2.21453  0.6252
C  1.01386  -2.18085  2.57712  -1.3397
H  0.73504  -1.24184  3.07798  0.1748
H  1.61254  -1.93859  1.68750  0.2257
H  1.67023  -2.73640  3.26378  0.5854
C  -2.31993  -3.39539  0.12053  0.8306
C  -1.59283  -4.33115  -0.85402  -1.5079
H  -2.26634  -4.57195  -1.68794  0.3842
H  -1.31849  -5.27279  -0.36130  0.4147
H  -0.68674  -3.88910  -1.29178  0.1789
C  -1.01539  1.23913  -3.63412  0.8883
C  0.12812  0.75441  -4.53002  -1.7634
H  -0.29531  0.40696  -5.48421  0.5352
H  0.69363  -0.08292  -4.10303  0.2145
H  0.81865  1.57574  -4.76444  0.3846
C  1.02725  2.44919  -1.75158  0.7952
C  2.24714  1.67247  -2.23416  -1.0685
H  3.16225  2.20970  -1.94485  0.3403
H  2.26099  1.55437  -3.32423  0.2585
H  2.28962  0.66660  -1.79462  -0.0120
C  0.39929  -1.46565  -1.59558  0.0397
C  -3.07841  -4.15364  1.22760  -1.7244
H  -2.75206  -3.89976  2.24718  0.4254
H  -4.15159  -3.92881  1.16824  0.2349
H  -2.96259  -5.23826  1.09881  0.4413
C  -1.67205  2.50111  -4.22275  -1.5965
H  -1.31880  2.65848  -5.25273  0.3884
H  -2.76227  2.39445  -4.27303  0.3220
H  -1.44415  3.41106  -3.65229  0.3902
C  0.92011  3.81571  -2.42595  -1.6241
H  1.83965  4.38341  -2.22189  0.4734
H  0.82250  3.73822  -3.51653  0.2896
H  0.08365  4.41272  -2.04396  0.3166
C  0.13662  -4.46761  1.95531  -1.5815
H  0.65653  -4.61139  0.99907  0.2771
H  0.81503  -4.80279  2.75172  0.4930
H  -0.73357  -5.13289  1.97549  0.2923
H  -0.91055  -2.96588  3.07950  0.6181
H  1.13311  2.61507  -0.66388  0.1446
H  -3.04428  -2.79385  -0.45515  0.6163
H  -1.77229  0.43956  -3.59271  0.5035
O  1.17298  -2.12151  -2.18594  -0.4822
H  -2.98337  0.11657  -0.91663  0.2772
H  -1.40019  -0.88675  -1.67303  -0.2574
C  3.35390  -0.49260  0.28653  -0.8896
N  3.08168  0.74587  0.98385  0.8224
C  4.17648  1.72000  1.02395  -1.1713
C  1.84532  1.07216  1.47530  -0.9216
N  0.69402  0.63844  0.98307  1.6087
N  1.87458  1.90690  2.57902  0.2492
C  2.75039  1.51665  3.69523  -1.2394
C  0.65935  2.59579  3.01233  -1.0309
H  4.00004  -1.14686  0.90018  0.2510
H  3.87201  -0.29189  -0.65730  0.3799
H  2.40725  -1.00753  0.08196  -0.0736
H  3.80253  2.68200  1.39469  0.3358
H  5.01257  1.37120  1.64990  0.3296
H  4.57022  1.86702  0.00425  0.3902
H  -0.07275  0.97268  1.57005  -1.0763
H  3.38848  2.36594  3.98427  0.3430
H  2.13316  1.23350  4.57104  0.4039
H  3.37245  0.65672  3.41366  0.3967
H  0.30562  3.29641  2.23388  0.2154
H  -0.15648  1.89328  3.29657  0.3444
H  0.92257  3.17531  3.90407  0.4506

Computed properties:
**Total charge**: +1
**Calculated total energy**: -3228.31023 Ha
**Maximum force**: 6.75 eV/Å
**LUMO (alpha / beta)**: -1.83 / -2.51 eV
**Multiplicity**: 4
**E_HOMO (alpha / beta)**: -9.0 / -11.3 eV
**Frontier orbital gap (alpha / beta)**: 7.204 / 8.800 eV
**Relative energy (zero: lowest compared OMol25 entry of this formula, charge and spin)**: 0.0 kJ/mol

Below is C22H52AgN7O8 as an isolated structure at a distorted geometry, with properties calculated with wB97M-V/def2-TZVPD.

Each line ends with the Mulliken charge.
Atoms and positions in Å:
Ag  11.89576  16.70226  10.35304  0.5913
C  11.46284  13.44032  12.15748  -0.7953
O  11.53612  14.69934  11.51924  0.4322
H  11.00130  13.56624  13.13688  0.3218
H  10.99986  12.66329  11.54922  0.5402
H  12.43642  12.99691  12.36632  -0.0688
C  7.18850  16.62668  9.48572  -1.3435
C  8.55580  16.17874  10.02518  0.7001
O  9.54576  16.87256  10.09474  -0.4921
N  8.69416  14.93929  10.41468  0.4500
C  7.83152  13.79820  10.37414  -0.9576
H  7.37100  17.62918  9.09869  0.3209
H  6.40860  16.58843  10.24626  0.3257
H  6.84554  15.99628  8.66532  0.4280
H  9.59463  14.65311  10.77156  -0.3119
H  7.11182  13.78431  11.19264  0.3217
H  8.52143  12.95946  10.46712  0.2566
H  7.39702  13.76624  9.37500  0.3897
C  11.96520  16.26443  19.34289  -1.0381
C  11.70106  15.93820  17.91218  0.6780
O  10.87124  16.52305  17.26690  -0.6163
N  12.56786  15.10891  17.28750  -0.0580
C  12.50394  14.67374  15.91102  -0.8883
H  12.97130  15.96084  19.63224  0.2949
H  11.25024  15.89312  20.07710  0.2599
H  11.99004  17.34488  19.48472  0.3048
H  13.40342  14.86898  17.80168  0.2877
H  13.28850  15.12842  15.30618  0.2806
H  11.49188  14.94769  15.61304  0.1364
H  12.46688  13.59588  15.75310  0.3474
C  15.04448  12.66048  16.38920  -0.9446
C  15.50174  12.08913  15.01412  0.7222
O  16.63708  12.27155  14.63576  -0.6669
N  14.55458  11.44528  14.31994  0.3782
C  14.70530  11.02215  12.94492  -1.0154
H  14.75376  13.70907  16.32552  0.0314
H  15.89950  12.65466  17.06523  0.4339
H  14.22142  12.16037  16.89966  0.3611
H  13.67286  11.28061  14.78424  -0.3404
H  15.70322  10.71402  12.63298  0.4286
H  14.36232  11.69941  12.16274  0.1172
H  14.08742  10.13954  12.77966  0.3788
C  14.99064  18.80091  12.58176  -1.1698
C  14.64862  17.37677  12.23322  0.5813
O  13.71888  17.15417  11.48842  -0.4136
N  15.28560  16.38453  12.80388  -0.0999
C  15.05592  14.95239  12.63908  0.3913
H  14.00164  19.18049  12.83852  0.2958
H  15.40268  19.44840  11.80776  0.2944
H  15.60718  18.84556  13.47952  0.3587
H  16.15386  16.67729  13.22876  0.2827
H  14.51070  14.56984  13.50192  -0.4240
H  16.03544  14.47497  12.61272  0.4234
H  14.49556  14.67987  11.74474  -0.4028
C  11.06950  10.75355  14.81446  -0.1991
C  11.70488  9.49070  15.42696  0.5847
O  12.79976  9.57540  16.01277  -0.6669
N  10.87590  8.38445  15.38634  -0.1806
C  11.22588  7.14475  16.02439  -0.9050
H  10.77142  11.41578  15.62728  0.1963
H  10.22782  10.45502  14.18952  0.4086
H  11.78494  11.23276  14.14616  -0.3360
H  10.04966  8.38777  14.80546  0.2498
H  12.24002  7.04722  16.41182  0.3177
H  11.10860  6.48280  15.16640  0.3475
H  10.53678  6.92967  16.84106  0.2756
C  15.20296  14.39900  7.64950  -1.1852
C  14.09916  14.48384  8.75058  0.6180
O  13.68008  15.58128  9.17313  -0.4959
N  13.60966  13.37572  9.32612  0.1387
C  14.19534  12.03948  9.20212  -1.2484
H  16.17726  14.80364  7.92350  0.2891
H  14.94404  14.85173  6.69236  0.3446
H  15.32694  13.36740  7.32010  0.3841
H  12.91704  13.53893  10.04288  -0.1834
H  15.26196  11.98786  9.42074  0.4585
H  14.06790  11.59132  8.21672  0.4044
H  13.77800  11.26333  9.84362  0.3491
C  8.48106  15.30335  13.93660  -0.4267
C  7.41468  16.35618  14.02848  0.3707
O  6.44420  16.27303  14.75012  -0.6564
N  7.52070  17.39581  13.21242  -0.1188
C  6.56550  18.48672  13.10820  -0.9948
H  8.21504  14.49554  13.25486  0.1822
H  8.64324  14.98845  14.96744  0.4118
H  9.45896  15.59588  13.55416  -0.0400
H  8.41352  17.50594  12.75326  0.2202
H  5.54570  18.14223  12.93666  0.2956
H  6.90916  19.08517  12.26448  0.3659
H  6.55752  19.09626  14.01180  0.3244

Computed properties:
**Total charge**: +1
**Calculated total energy**: -2001.40582 Ha
**Maximum force**: 3.00 eV/Å
**LUMO (alpha / beta)**: -2.16 / -5.80 eV
**Multiplicity**: 2
**E_HOMO (alpha / beta)**: -11.5 / -11.5 eV
**Frontier orbital gap (alpha / beta)**: 9.305 / 5.663 eV

Below is C22H52BNO18P3S2 as an isolated structure at a distorted geometry, with properties calculated with wB97M-V/def2-TZVPD.

Each line ends with the Mulliken charge.
Atoms and positions in Å:
C  2.62536  2.02671  0.96320  -0.1497
C  3.75061  1.63611  0.66929  -0.6285
C  5.03287  0.81415  0.23825  0.0054
S  6.50438  1.56908  1.07009  0.9535
O  6.20001  1.52456  2.53180  -0.6989
O  6.67453  3.02406  0.73236  -0.6619
N  7.93950  0.72693  0.80826  -0.4604
S  8.22107  0.50027  -0.83092  1.0835
O  9.51590  -0.24712  -0.93752  -0.7589
O  7.20339  -0.37005  -1.51039  -0.6475
C  8.45861  2.06415  -1.76757  -0.5992
B  7.12816  2.64063  -2.48553  0.5712
O  6.80749  4.02221  -2.26879  -0.6248
O  6.27659  1.88928  -3.34210  -0.4993
H  1.51344  2.15479  1.08030  0.3973
H  5.09957  0.92163  -0.88249  0.2850
H  4.92314  -0.25304  0.59543  0.2609
H  8.97289  2.81575  -1.10112  0.2343
H  9.20132  1.81887  -2.60545  0.3093
H  6.32575  4.03686  -1.41188  0.3328
H  6.81259  1.25084  -3.86000  0.2906
O  6.29988  -6.08185  1.44263  -0.7856
P  4.97474  -5.37566  1.67205  1.0731
O  4.51101  -5.26016  0.07770  -0.3489
C  4.66892  -6.35238  -0.81578  -0.2787
C  3.36983  -7.12209  -0.97587  -1.0622
O  5.57507  -3.85752  1.86498  -0.3080
C  6.90730  -3.65330  2.33705  -0.4598
C  7.85228  -3.43076  1.17480  -0.8103
O  3.48726  -4.68090  2.09672  -0.3354
C  2.27866  -5.40028  1.92589  -0.0764
C  2.25528  -6.69583  2.70928  -1.1373
H  5.46259  -7.03408  -0.50672  0.3064
H  4.95882  -5.93441  -1.78358  0.3269
H  3.07558  -7.58685  -0.03099  0.2050
H  3.47748  -7.91127  -1.72389  0.4045
H  2.55890  -6.45846  -1.28567  0.2591
H  7.23052  -4.48578  2.96769  0.3592
H  6.89601  -2.76370  2.97148  0.4428
H  7.78202  -4.22655  0.42894  0.2480
H  8.88698  -3.36863  1.51943  0.3845
H  7.60454  -2.50007  0.65578  0.1041
H  2.08867  -5.56506  0.86437  0.1553
H  1.47327  -4.75243  2.28266  0.3324
H  3.08916  -7.34796  2.42962  0.3346
H  1.32009  -7.23151  2.53206  0.3544
H  2.34540  -6.49690  3.77989  0.3217
O  -1.14772  4.23846  -0.48126  -0.7569
P  -1.75416  5.44257  -1.17863  1.1070
O  -2.97611  4.64081  -1.97436  -0.4046
C  -3.75175  3.64500  -1.31989  -0.2235
C  -5.07182  4.21220  -0.83010  -0.8399
O  -0.67219  5.53446  -2.41627  -0.3315
C  0.65555  5.03537  -2.25936  -0.3076
C  0.76259  3.63204  -2.81763  -1.0202
O  -2.37071  6.89104  -1.80653  -0.3558
C  -3.61339  7.40231  -1.35492  -0.0515
C  -3.62547  7.67392  0.13443  -1.1168
H  -3.22113  3.18156  -0.48723  0.2754
H  -3.95045  2.86018  -2.05466  0.3099
H  -4.90560  4.97276  -0.06227  0.1525
H  -5.69560  3.42491  -0.39948  0.2338
H  -5.62243  4.68242  -1.64865  0.2752
H  0.96863  5.07811  -1.21367  0.3165
H  1.32193  5.69992  -2.81471  0.3451
H  0.00451  2.96479  -2.40073  0.2476
H  1.74821  3.20647  -2.61592  0.3566
H  0.60341  3.63918  -3.90044  0.2920
H  -4.42261  6.73361  -1.65151  0.1482
H  -3.78153  8.34064  -1.89067  0.3387
H  -3.39325  6.77068  0.70805  0.3264
H  -4.60508  8.04203  0.44668  0.3564
H  -2.87326  8.42310  0.39262  0.3166
O  -8.14825  -0.76664  2.47460  -0.7748
P  -7.97397  -0.69009  0.96776  1.0875
O  -6.48502  -1.43133  0.90993  -0.3568
C  -6.20861  -2.59410  1.68085  -0.2593
C  -6.35122  -3.85299  0.84473  -1.0808
O  -7.47080  0.87781  0.89453  -0.2951
C  -7.86819  1.81190  1.89242  -0.4469
C  -6.78841  1.94592  2.94702  -1.0207
O  -7.92275  -0.63101  -0.72456  -0.3391
C  -8.02925  -1.81830  -1.49293  -0.0665
C  -9.32504  -2.55991  -1.24302  -1.1384
H  -6.84148  -2.66904  2.56601  0.3038
H  -5.17508  -2.50982  2.02712  0.3175
H  -7.38591  -3.98603  0.51763  0.2117
H  -6.06088  -4.73454  1.42068  0.4032
H  -5.72502  -3.80070  -0.04904  0.2685
H  -8.82959  1.53198  2.33002  0.4244
H  -8.01586  2.77657  1.39951  0.3965
H  -6.49339  0.97903  3.36057  0.2575
H  -7.12127  2.58671  3.76713  0.3764
H  -5.88410  2.38221  2.51177  0.2353
H  -7.15937  -2.45318  -1.32184  0.1610
H  -7.98585  -1.51862  -2.54345  0.3266
H  -9.44006  -2.81983  -0.18542  0.3368
H  -9.35804  -3.47840  -1.83252  0.3575
H  -10.18059  -1.93844  -1.51813  0.3207

Computed properties:
**Total charge**: -1
**Calculated total energy**: -4123.82310 Ha
**Maximum force**: 9.15 eV/Å
**LUMO**: -0.33 eV
**E_HOMO**: -6.0 eV
**Frontier orbital gap**: 5.664 eV